# 1
The following is a DFT calculation (ωB97M-V/def2-TZVPD) of a structure of composition C4H6O2.

The value obtained for the energy relative to the best compared isomer or geometry (same formula, charge and spin) is 95.0 kcal per mole. The lowest unoccupied orbital energy comes out at -0.054 eV. The value obtained for the HOMO energy is -9.4 eV.

Geometry (Å):
C -1.64379 -0.61437 0.00198
H 2.12650 -0.55557 -0.48100
O -0.24674 1.78494 -0.39223
O -2.28426 -1.63378 0.01107
H 0.18994 -1.67848 0.25402
C -0.12745 -0.66262 0.45759
H 0.18604 0.17012 -1.62511
C 0.39756 0.79569 -0.73759
H 2.21056 1.03862 0.41211
C 1.56974 0.29521 -0.09688
H -0.13994 -0.38568 1.50696
H -2.09270 0.36607 -0.24304

Cartesian forces (eV/Å) of the 3 atoms listed first:
0.22 -0.17 0.01
-0.38 0.12 -0.25
0.21 0.20 -0.46

---

# 2
The following is a DFT calculation (ωB97M-V/def2-TZVPD) of a cluster of 3 separate species, C22H21BrF17N2O6S in total.

As for the net charge: +1. The lowest unoccupied orbital energy comes out at -4.415 eV. The value obtained for the HOMO energy is -11.6 eV.

Geometry (Å):
C 0.11735 4.35946 4.81968
C -1.50145 0.89166 -3.46960
H -1.67889 2.58622 -8.92618
F -0.72703 -2.71783 2.22493
H -3.50444 3.95582 -6.87173
F 0.51036 -2.12831 4.62162
S 6.12956 0.32273 3.36640
H -1.68429 -2.30274 -0.60911
O -5.35453 2.70038 -9.94349
F 3.32743 -2.99943 2.32240
C -0.61911 -4.87527 3.36522
C 3.07504 0.06753 1.57487
C -2.24814 -1.42780 -0.94025
C -1.98689 -5.26704 2.62883
F 0.17374 -6.06417 3.45749
N 4.67879 1.29081 3.40502
F -3.02662 -4.30879 2.81035
F -0.79645 -6.55614 0.80554
H 0.16261 -1.67307 -2.78762
C -2.46751 2.53898 -8.16712
H -1.24145 2.34316 -6.39333
H -2.21603 -1.73677 -3.07131
H 3.31800 3.85693 4.78248
F 1.83150 -3.96185 4.48500
H 5.70184 2.64537 4.94812
C 1.92888 -0.96898 2.00072
H -2.21803 4.66960 -7.87156
C 4.78782 2.38966 4.32845
C -0.37595 -0.77011 -2.49567
C 2.40213 -2.13672 2.98478
C 1.14191 2.73272 2.91871
F 0.90144 -4.30980 1.56656
H -1.53396 0.82515 -7.26164
F -2.46188 -6.44741 3.28860
H -0.99643 4.13839 4.75448
F 3.15488 -1.57534 4.07618
N 3.49767 3.01465 4.20480
C 0.22133 -3.70549 2.66127
C -1.84942 -1.01003 -2.33856
H 6.82271 0.72229 2.23220
F 2.53827 0.80081 0.45778
F -1.66945 -4.55051 0.22155
O -3.95611 4.12020 -8.86668
C -2.99639 3.90548 -7.84139
O -0.32793 0.20396 -3.52839
C 0.86955 4.25725 3.40751
C -1.84748 -5.65788 1.08484
H 0.83409 2.54233 1.83903
C -1.98418 1.77349 -6.95486
Br 0.90213 3.24667 6.26375
F 0.77655 -0.26068 2.46815
F 4.22146 -0.60218 1.04208
H -2.81544 1.52307 -6.29146
H 0.09524 -0.35121 -1.59874
F 1.49781 -1.59442 0.78161
H 0.47065 2.07854 3.59666
C 2.64166 2.32932 3.26509
H 1.82570 4.88076 3.49570
C 1.19620 -2.95477 3.68437
O -3.60491 1.90256 -8.74739
H 0.21365 4.78961 2.61979
C -4.39601 2.89052 -9.25219
O -2.40165 0.26492 -2.66236
H -2.09183 -0.61312 -0.22712
O -1.71533 1.91678 -4.05095
H 0.21173 5.45311 5.16249
C 3.43657 1.15290 2.67030
F -3.03542 -6.31024 0.65882
H -3.31349 -1.66989 -0.90711
F -0.97215 -4.57579 4.72153

Cartesian forces (eV/Å) of the 3 atoms listed first:
-0.40 1.58 -0.88
-0.37 0.95 -0.50
-0.09 0.09 -0.02

---

# 3
The following is a DFT calculation (ωB97M-V/def2-TZVPD) of a structure of composition C37H28BrFN4P2PdSe2Te.

As for the multiplicity: 5. The value obtained for the energy relative to the best compared isomer or geometry (same formula, charge and spin) is 19.6 kcal per mole. The lowest unoccupied orbital energy (alpha / beta) comes out at -0.604 / -2.904 eV. The value obtained for the HOMO energy (alpha / beta) is -6.6 / -7.1 eV.

Geometry (Å):
C -0.41767 4.13908 2.75535
C -0.40317 -1.99715 2.02993
C -2.08014 -0.28307 -3.50489
H 5.20165 -0.28707 -2.79871
H 3.52419 2.94870 3.27519
H -2.60720 -4.20726 -0.80812
C 0.41463 4.09085 1.65178
H -4.76482 -1.72340 -3.15676
N -0.62425 2.37770 -0.67572
P 1.12765 -1.20199 -0.18520
H -4.02305 2.04832 -5.14434
C -1.12115 0.43535 -5.64772
H -3.92934 0.69953 -3.03585
H -5.51582 -3.58708 -4.70028
H -0.14270 -0.81368 -4.19825
H 5.82717 -0.92842 1.37675
C -3.38257 -5.18595 -2.62448
Pd -2.26801 -1.35012 -1.58879
H -1.73288 7.28793 2.25383
C -4.46038 -2.73121 -3.04698
Se 0.58329 -2.41910 -1.89568
C 0.30287 1.58784 0.07174
H 2.18203 0.62546 6.63202
C 0.45924 -3.55937 3.67547
H 0.32166 -4.07543 4.63144
F -2.36934 1.85373 -7.10464
C 2.87012 1.95162 5.06089
C -4.11626 -4.98170 -3.78587
C -1.02459 -0.26625 -4.43497
H 3.37725 -0.98294 1.78058
C -3.12298 -4.14356 -1.75214
H -1.96259 5.26232 3.78758
H 3.65949 2.40002 5.66358
N -1.46459 1.53955 -1.26808
H -0.05987 0.53222 2.91677
H 6.73246 -0.48202 -0.80657
C 0.41542 5.14930 0.73800
H 0.18390 -0.16308 5.10547
C 1.54239 -3.89640 2.82531
H -1.18778 -1.32905 1.72851
C -2.23607 1.21918 -5.89629
C -3.14649 0.56268 -3.76727
H -1.32144 -2.32286 3.96894
Se 3.08535 2.77552 0.11504
N -1.13302 0.24778 -0.98819
C 1.66609 -3.17539 1.61713
C 1.99618 0.99980 5.60558
H -0.27257 0.40766 -6.31383
C -0.32942 6.26223 0.96382
C 2.88174 -0.82930 -0.32491
C -1.15171 6.37366 2.09082
P 1.27065 2.53224 1.26098
C -0.50849 -2.62469 3.29158
C -1.23821 5.25140 2.93458
Br -4.23097 -6.28723 -5.22486
C 4.82693 -0.41375 -1.78511
H -3.04278 -6.20423 -2.42909
C 2.71713 2.35792 3.69999
N -3.54832 -2.92540 -2.07061
C 0.75003 -2.21218 1.25839
H -0.22952 7.11347 0.25630
C -4.75904 -3.75457 -3.93726
C 3.73448 -0.92701 0.78484
C 5.11476 -0.88425 0.58414
H -0.48419 3.27896 3.42994
C 5.66585 -0.57323 -0.67855
H 2.50346 -3.41344 0.97894
C 1.62773 1.94452 2.90398
H 2.32033 -4.64790 3.07086
C 0.01888 0.23993 -0.20712
C 0.96617 0.50055 4.73491
H 1.07255 5.01453 -0.13518
C 0.76123 0.99132 3.45268
H 2.80913 -0.53713 -2.52683
C 3.42682 -0.59466 -1.59908
Te -4.29546 -1.40664 0.06397
C -3.23208 1.32629 -4.97940

Cartesian forces (eV/Å) of the 3 atoms listed first:
-0.58 -0.05 0.07
0.75 -0.53 1.20
-0.53 0.96 -1.53

---

# 4
The following is a DFT calculation (ωB97M-V/def2-TZVPD) of a structure of composition C22H33HgNO3P2.

The value obtained for the energy relative to the best compared isomer or geometry (same formula, charge and spin) is 0.0 kcal per mole. As for the net charge: +2. The lowest unoccupied orbital energy comes out at -6.837 eV. The value obtained for the HOMO energy is -11.7 eV.

Geometry (Å):
H -0.53167 -3.39893 5.33489
H -1.74670 -2.91721 -8.58077
N 1.97113 1.09379 -0.94855
H -0.75737 -3.69450 3.57775
C 1.06700 -0.43437 -2.60552
H -2.03208 2.93678 2.76468
C 1.33780 -0.66846 6.45473
H 2.62637 2.04182 -2.72614
Hg -0.15922 -0.37880 1.97049
H 3.74622 3.54451 -1.38706
P -1.35474 0.89855 3.82556
H 0.46256 -2.06432 -3.82392
C -1.48617 -1.27100 -7.24194
H -3.05224 -1.72830 -8.69130
H -0.85248 -3.16859 -6.56315
C -3.03038 0.42654 4.32748
C 0.43843 1.31709 7.51414
H -1.52163 3.21946 4.46642
C -1.96815 -1.84593 -8.55783
H 1.97929 0.06584 8.37433
H -2.23259 2.06125 -7.71529
C -0.78860 -2.93503 4.37196
C -1.33323 0.69283 -5.77330
O 1.21999 1.65772 1.22048
H -1.44317 1.76845 -5.64221
H 2.15334 -2.94931 2.94299
C 2.04961 -2.43174 3.90638
C 0.48289 -0.47967 5.36810
H 1.76768 0.02104 -3.30883
C 2.00663 1.76020 0.27985
H -1.80041 -2.51100 4.43139
H -3.42576 1.16436 5.04070
H -3.67338 0.39382 3.43693
C -0.39254 1.53880 6.41214
H -0.43094 -1.85798 -2.18024
O 3.05374 2.59067 0.31656
H -1.07782 2.38542 6.40968
C -2.13011 1.04030 -8.09424
H 3.68789 0.71675 -2.13603
H 2.02807 -1.51293 6.45513
C -1.63011 0.14282 -6.98315
H -1.43661 1.06831 -8.94610
H 2.84283 -1.67571 3.98069
H 0.39550 1.99802 8.36435
O 0.17284 -0.27070 -0.43266
H -1.48071 -1.38078 -9.42476
H 4.79327 2.22096 -0.75906
C -0.92180 -2.10673 -6.33032
H 2.17037 -3.16105 4.71817
C 3.04342 1.55227 -1.83695
H -0.29288 2.94174 3.18466
C -0.35285 0.66473 5.32422
C 3.76481 2.53730 -0.95986
P 0.42773 -1.64729 3.97366
C 1.31282 0.22780 7.52640
C 1.01108 0.11829 -1.27405
H -3.02516 -0.56262 4.80621
H -3.10650 0.72043 -8.48141
C -1.29762 2.67658 3.53890
H -0.52382 -1.74940 -5.38959
H -1.02290 0.10106 -4.91727
C 0.29901 -1.50395 -2.90854

Cartesian forces (eV/Å) of the 3 atoms listed first:
-0.07 0.16 -0.24
-0.06 0.20 -0.09
-0.98 -0.69 0.25

---

no.,strongest force on any atom (eV Å⁻¹)
1,1.41
2,6.14
3,3.67
4,2.36